Record 1
Formula: C40H49N5O5PSScTe
Source: the OMol25 dataset
Level of theory: ωB97M-V/def2-TZVPD

Calculated values
net charge: 0
HOMO-LUMO gap: 5.274 eV

The geometry in XYZ format:
```
103
Properties=species:S:1:pos:R:3:lowdin_charge:R:1
Sc -1.094 1.029 0.501 0.904
C 2.368 2.257 0.450 -0.022
C 1.086 2.877 -0.115 -0.310
C 0.282 3.641 0.741 -0.063
C -0.709 4.477 0.277 -0.279
C -1.461 5.313 1.211 -0.030
C -0.919 4.413 -1.096 -0.012
C -0.272 3.552 -1.927 -0.256
C -0.718 3.440 -3.360 -0.023
C 0.684 2.680 -1.399 -0.043
H 3.031 3.013 0.902 0.100
H 2.937 1.880 -0.356 0.063
H 2.120 1.468 1.163 0.046
H 0.661 3.663 1.806 0.125
H -2.129 6.054 0.701 0.110
H -0.765 5.779 1.878 0.071
H -2.093 4.632 1.814 0.092
H -1.681 5.061 -1.527 0.134
H -1.613 2.831 -3.461 0.084
H -0.015 2.962 -4.055 0.082
H -1.092 4.456 -3.635 0.095
H 1.104 1.878 -1.990 0.118
C 1.121 -4.012 -0.997 0.009
N 1.157 -2.569 -0.728 -0.104
C 2.372 -1.806 -1.125 -0.025
C 0.225 -1.789 -0.255 -0.465
N 0.346 -0.556 0.117 0.101
N -1.106 -2.361 -0.353 0.142
C -2.232 -1.557 -0.079 -0.525
N -3.328 -1.727 -0.814 0.173
N -2.329 -0.717 0.912 0.058
H 1.648 -4.495 -0.228 0.073
H 1.523 -4.165 -1.929 0.051
H 0.054 -4.291 -1.044 0.102
H 2.943 -1.441 -0.288 0.071
H 2.109 -0.993 -1.796 0.065
H 3.059 -2.471 -1.619 0.093
H 1.230 -0.177 -0.053 0.016
H -1.185 -2.673 -1.323 0.021
H -3.102 -2.002 -1.812 0.079
H -4.005 -0.910 -0.770 0.137
H -3.270 -0.318 1.003 0.059
O -0.405 1.283 2.424 -0.390
P 0.262 0.775 3.686 0.890
C 1.597 1.860 4.291 -0.249
C 1.235 3.236 4.474 -0.081
C 2.138 4.135 4.977 -0.059
C 3.378 3.650 5.426 -0.075
C 3.727 2.333 5.322 -0.069
C 2.836 1.362 4.768 -0.034
C -1.011 0.772 4.991 -0.286
C -0.655 0.344 6.259 -0.106
C -1.605 0.059 7.198 -0.067
C -2.960 0.285 6.892 -0.071
C -3.329 0.789 5.669 -0.051
C -2.331 1.045 4.705 -0.035
C 0.786 -0.994 3.554 -0.223
C 1.960 -1.306 2.860 -0.143
C 2.284 -2.579 2.473 -0.071
C 1.473 -3.708 2.942 -0.018
C 0.297 -3.399 3.702 -0.065
C -0.086 -2.086 3.944 -0.039
H 0.235 3.620 4.210 0.124
H 1.767 5.133 5.155 0.111
H 4.075 4.196 6.008 0.099
H 4.718 2.104 5.649 0.099
H 3.011 0.312 4.709 0.084
H 0.358 0.158 6.466 0.097
H -1.275 -0.324 8.161 0.111
H -3.677 0.142 7.676 0.101
H -4.337 1.150 5.468 0.116
H -2.616 1.457 3.740 0.101
H 2.567 -0.483 2.499 0.096
H 3.177 -2.699 1.871 0.100
H 1.784 -4.703 2.748 0.084
H -0.293 -4.245 4.118 0.118
H -0.929 -1.871 4.583 0.102
O -2.691 2.138 1.353 -0.398
S -3.478 2.121 0.061 0.310
O -3.832 3.459 -0.432 -0.293
O -2.435 1.517 -0.878 -0.386
O -4.519 1.190 0.209 -0.293
C 0.675 -4.148 -9.223 -0.068
C 0.455 -3.404 -7.939 -0.287
C 0.370 -2.022 -7.796 -0.030
C 0.131 -1.376 -6.592 -0.335
C 0.175 0.128 -6.461 -0.125
C -0.176 -2.149 -5.480 -0.576
Te -0.728 -1.234 -3.662 0.816
C -0.183 -3.575 -5.553 -0.290
C -0.518 -4.455 -4.309 -0.116
C 0.129 -4.156 -6.804 -0.038
H 0.344 -5.170 -9.096 0.061
H 1.709 -4.132 -9.476 0.057
H 0.103 -3.712 -10.127 0.107
H 0.480 -1.407 -8.690 0.113
H 0.498 0.588 -7.422 0.088
H 0.791 0.438 -5.662 0.022
H -0.762 0.513 -6.265 0.027
H 0.356 -4.644 -3.682 0.042
H -0.826 -5.460 -4.589 0.061
H -1.272 -3.918 -3.672 0.001
H 0.100 -5.261 -6.776 0.111
```

=====

Record 2
Formula: C40H50Br2IrN3O2S
Source: the OMol25 dataset
Level of theory: ωB97M-V/def2-TZVPD

Calculated values
spin multiplicity: 2
net charge: +1
HOMO-LUMO gap (spin up / spin down): 5.619 / 4.046 eV

The geometry in XYZ format:
```
99
Properties=species:S:1:pos:R:3:lowdin_charge:R:1
Ir 0.329 -0.993 0.064 1.236
C -0.490 3.732 3.680 -0.046
C 0.381 2.601 3.139 -0.386
C 1.874 2.942 3.238 -0.027
C 0.122 1.279 3.803 -0.108
C 0.146 1.242 5.186 -0.010
C 0.131 0.045 5.875 -0.016
C 0.079 -1.142 5.165 -0.013
C 0.023 -1.173 3.783 -0.109
C -0.292 -2.524 3.184 -0.344
C 0.620 -2.898 2.039 -0.055
C -1.785 -2.622 2.857 -0.017
C 0.034 0.062 3.062 -0.127
N -0.142 0.132 1.674 0.037
C -1.302 0.823 1.130 -0.176
C -1.175 0.865 -1.041 -0.232
N 0.098 0.330 -1.448 -0.067
C 0.171 -0.031 -2.850 -0.142
C -0.059 0.954 -3.852 -0.120
C -0.094 0.544 -5.183 -0.028
C 0.134 -0.754 -5.595 -0.052
C 0.433 -1.686 -4.631 -0.034
C 0.443 -1.341 -3.282 -0.144
C 0.725 -2.494 -2.357 -0.378
C 2.142 -3.015 -2.519 -0.034
C -0.290 -3.620 -2.395 -0.029
C -0.102 2.475 -3.697 -0.345
C 1.149 2.980 -2.967 -0.056
C -1.432 3.097 -3.247 -0.042
H -0.377 4.621 3.057 0.081
H -0.201 4.020 4.692 0.080
H -1.547 3.460 3.696 0.091
H 0.165 2.478 2.094 0.058
H 2.165 3.098 4.278 0.090
H 2.085 3.862 2.687 0.088
H 2.487 2.138 2.829 0.066
H 0.217 2.173 5.732 0.121
H 0.158 0.033 6.956 0.121
H 0.037 -2.081 5.701 0.125
H -0.088 -3.259 3.966 0.139
H 0.210 -2.515 1.073 -0.010
H 0.612 -3.967 1.822 0.118
H 1.642 -2.564 2.205 0.073
H -2.086 -1.851 2.148 0.061
H -2.371 -2.497 3.768 0.098
H -2.029 -3.583 2.407 0.096
H -2.084 0.949 1.876 0.177
H -1.889 0.975 -1.854 0.157
H -0.291 1.299 -5.933 0.119
H 0.102 -1.020 -6.642 0.114
H 0.638 -2.709 -4.918 0.117
H 0.722 -2.022 -1.311 0.016
H 2.249 -3.397 -3.534 0.100
H 2.353 -3.837 -1.835 0.093
H 2.876 -2.222 -2.396 0.060
H -0.260 -4.067 -3.391 0.097
H -1.292 -3.270 -2.179 0.075
H -0.044 -4.390 -1.664 0.098
H 0.003 2.831 -4.721 0.116
H 1.072 4.045 -2.737 0.087
H 2.028 2.843 -3.601 0.088
H 1.320 2.437 -2.040 0.034
H -1.556 3.188 -2.174 0.033
H -2.281 2.528 -3.629 0.095
H -1.509 4.106 -3.656 0.092
C -0.280 3.104 0.049 -0.015
C -1.280 1.974 0.045 -0.317
C -2.742 2.410 0.020 -0.016
C -3.834 1.631 -0.038 -0.022
C -4.002 0.158 -0.098 -0.182
C -5.249 -0.444 -0.209 -0.621
Br -6.861 0.553 -0.251 0.792
C -5.355 -1.837 -0.293 -0.167
C -4.244 -2.648 -0.275 -0.599
Br -4.441 -4.517 -0.389 0.790
C -2.920 -2.126 -0.178 -0.471
O -1.848 -2.809 -0.154 -0.165
C -2.909 -0.721 -0.067 -0.138
N -1.626 -0.129 0.014 -0.077
H -0.526 3.854 0.801 0.089
H -0.279 3.608 -0.910 0.062
H 0.733 2.740 0.224 0.088
H -2.903 3.481 0.078 0.126
H -4.777 2.162 -0.039 0.066
H -6.335 -2.286 -0.373 0.096
O 2.694 -0.142 1.751 -0.436
S 2.531 -0.696 0.391 0.769
C 3.794 -1.997 0.278 -0.252
C 4.872 -1.460 -0.671 -0.203
C 4.807 0.064 -0.590 -0.201
C 3.328 0.424 -0.755 -0.269
H 3.356 -2.948 -0.017 0.083
H 4.133 -2.050 1.312 0.108
H 4.655 -1.773 -1.691 0.099
H 5.852 -1.854 -0.412 0.127
H 5.420 0.551 -1.346 0.127
H 5.144 0.406 0.391 0.123
H 2.938 0.251 -1.762 0.100
H 3.052 1.423 -0.421 0.102
```

=====

Record 3
Formula: C40H50Cl2N2O2P2Pt
Source: the OMol25 dataset
Level of theory: ωB97M-V/def2-TZVPD

Calculated values
net charge: 0
HOMO-LUMO gap: 7.348 eV

The geometry in XYZ format:
```
99
Properties=species:S:1:pos:R:3:lowdin_charge:R:1
Pt -0.881 -0.057 0.022 0.928
C -2.391 4.192 -2.043 -0.102
C -2.365 2.737 -1.581 -0.526
C -2.964 1.786 -2.622 -0.120
P -0.771 2.033 -0.979 0.950
C -0.025 3.395 0.052 -0.522
C 0.691 2.784 1.258 -0.127
C 0.921 4.292 -0.747 -0.113
C 0.350 1.709 -2.338 -0.311
C 0.398 2.434 -3.529 -0.056
C 1.187 2.046 -4.596 -0.281
C 1.186 2.805 -5.899 -0.055
C 1.984 0.913 -4.415 -0.036
C 1.952 0.177 -3.249 -0.027
C 1.089 0.528 -2.191 -0.328
N 0.861 -0.282 -1.098 -0.136
C 1.442 -1.562 -0.974 -0.318
C 2.819 -1.759 -0.931 -0.022
C 3.344 -3.037 -0.798 -0.031
C 2.523 -4.153 -0.686 -0.272
C 3.087 -5.543 -0.538 -0.051
C 1.146 -3.947 -0.705 -0.050
C 0.612 -2.676 -0.851 -0.301
P -1.138 -2.245 -0.847 0.976
C -1.728 -2.578 -2.568 -0.514
C -1.590 -4.041 -2.980 -0.102
C -0.987 -1.671 -3.550 -0.105
C -1.976 -3.533 0.173 -0.539
C -1.379 -3.538 1.582 -0.097
C -3.468 -3.189 0.234 -0.112
H -3.428 4.490 -2.211 0.082
H -1.971 4.867 -1.297 0.065
H -1.852 4.338 -2.979 0.063
H -2.974 2.659 -0.673 0.110
H -2.402 1.828 -3.557 0.073
H -2.932 0.759 -2.253 0.049
H -4.003 2.047 -2.829 0.080
H -0.876 3.982 0.411 0.102
H 1.463 2.081 0.936 0.077
H 1.164 3.569 1.853 0.081
H -0.002 2.239 1.898 0.049
H 1.807 3.732 -1.052 0.081
H 0.452 4.689 -1.649 0.060
H 1.248 5.133 -0.131 0.080
H -0.204 3.328 -3.636 0.094
H 0.258 3.363 -6.028 0.073
H 2.016 3.514 -5.943 0.079
H 1.291 2.123 -6.743 0.075
H 2.635 0.591 -5.221 0.115
H 2.564 -0.710 -3.158 0.100
H 3.475 -0.899 -0.982 0.121
H 4.420 -3.168 -0.779 0.112
H 4.176 -5.526 -0.553 0.073
H 2.766 -5.995 0.402 0.081
H 2.741 -6.189 -1.347 0.079
H 0.488 -4.806 -0.606 0.117
H -2.786 -2.297 -2.563 0.106
H -0.544 -4.353 -2.951 0.076
H -2.174 -4.711 -2.350 0.065
H -1.948 -4.159 -4.005 0.083
H 0.072 -1.936 -3.592 0.079
H -1.404 -1.782 -4.553 0.086
H -1.058 -0.621 -3.261 0.051
H -1.839 -4.516 -0.283 0.090
H -1.648 -2.619 2.101 0.054
H -1.771 -4.384 2.150 0.086
H -0.291 -3.603 1.572 0.071
H -3.602 -2.132 0.479 0.066
H -3.977 -3.393 -0.711 0.069
H -3.955 -3.779 1.013 0.081
Cl 2.849 -1.061 4.300 0.718
C 2.324 -1.329 5.936 -0.577
C 3.205 -1.893 6.838 -0.117
C 2.803 -2.109 8.145 -0.092
C 1.516 -1.771 8.529 -0.117
C 0.642 -1.209 7.615 -0.579
Cl -0.978 -0.874 8.136 0.738
C 1.021 -0.947 6.289 -0.301
N 0.159 -0.415 5.349 0.066
C -0.624 0.744 5.545 -0.242
C -0.215 1.769 6.391 -0.043
C -0.975 2.922 6.512 -0.085
C -2.134 3.069 5.762 -0.092
C -2.536 2.048 4.914 -0.033
C -1.808 0.869 4.816 -0.162
C -2.271 -0.261 3.935 -0.048
C -1.625 -0.148 2.570 -0.691
O -2.381 0.073 1.557 -0.182
O -0.394 -0.276 2.469 -0.063
H 4.207 -2.144 6.516 0.103
H 3.486 -2.550 8.858 0.104
H 1.175 -1.955 9.538 0.102
H 0.384 -0.587 4.373 0.074
H 0.713 1.666 6.941 0.118
H -0.656 3.708 7.184 0.101
H -2.719 3.977 5.831 0.098
H -3.437 2.161 4.320 0.116
H -3.354 -0.249 3.829 0.124
H -1.957 -1.215 4.362 0.126
```

=====

Record 4
Formula: C40H51BFN10O4S4V
Source: the OMol25 dataset
Level of theory: ωB97M-V/def2-TZVPD

Calculated values
net charge: +2
HOMO-LUMO gap: 4.775 eV

The geometry in XYZ format:
```
112
Properties=species:S:1:pos:R:3:lowdin_charge:R:1
V 1.159 0.771 1.733 0.303
C -2.984 3.257 -0.044 -0.029
C -2.361 2.084 -0.722 -0.216
C -2.966 1.349 -1.701 0.094
C -2.307 0.240 -2.289 -0.175
N -1.115 -0.145 -1.896 0.206
N -0.522 0.554 -0.923 0.016
B 0.883 0.136 -0.386 -0.534
N 1.213 -1.356 -0.738 0.015
N 1.137 -1.813 -2.004 0.206
C 1.394 -3.085 -2.207 -0.173
C 1.625 -3.977 -1.130 0.093
C 1.828 -3.501 0.128 -0.220
C 2.205 -4.345 1.295 -0.029
C 1.672 -2.101 0.264 -0.510
S 2.214 -1.263 1.666 0.897
C 1.480 -3.630 -3.621 -0.537
C 0.331 -4.618 -3.852 -0.014
C 2.825 -4.362 -3.760 -0.028
C 1.431 -2.515 -4.654 -0.042
N 2.033 1.094 -0.937 0.013
N 1.881 1.126 -2.261 0.198
C 2.720 1.824 -2.989 -0.164
C 3.813 2.482 -2.383 0.105
C 3.965 2.481 -1.023 -0.220
C 5.073 3.217 -0.344 -0.044
C 2.989 1.770 -0.278 -0.493
S 3.073 1.911 1.484 0.780
C 2.469 1.899 -4.477 -0.542
C 3.601 1.141 -5.185 -0.016
C 2.480 3.370 -4.911 -0.026
C 1.117 1.283 -4.823 -0.046
C -1.072 1.623 -0.350 -0.500
S -0.153 2.431 0.861 0.883
C -2.996 -0.530 -3.398 -0.545
C -3.279 0.440 -4.554 -0.020
C -2.111 -1.658 -3.900 -0.056
C -4.312 -1.104 -2.858 -0.024
H -4.037 3.332 -0.306 0.099
H -2.489 4.180 -0.347 0.105
H -2.893 3.165 1.040 0.058
H -3.968 1.598 -2.019 0.135
H 1.684 -5.038 -1.323 0.135
H 2.246 -5.393 1.011 0.097
H 1.488 -4.224 2.108 0.101
H 3.183 -4.055 1.680 0.095
H 0.371 -5.460 -3.163 0.087
H 0.398 -5.021 -4.860 0.103
H -0.637 -4.133 -3.747 0.072
H 2.890 -5.246 -3.128 0.084
H 3.662 -3.706 -3.523 0.098
H 2.943 -4.694 -4.790 0.098
H 0.463 -2.031 -4.679 0.047
H 1.627 -2.935 -5.639 0.103
H 2.186 -1.758 -4.451 0.067
H 4.522 3.018 -2.998 0.138
H 5.764 3.617 -1.081 0.098
H 5.624 2.563 0.332 0.091
H 4.678 4.046 0.244 0.099
H 4.576 1.583 -4.985 0.089
H 3.441 1.175 -6.262 0.101
H 3.630 0.096 -4.881 0.080
H 3.448 3.846 -4.764 0.084
H 1.726 3.949 -4.377 0.097
H 2.253 3.429 -5.975 0.101
H 1.035 0.259 -4.469 0.051
H 0.990 1.293 -5.905 0.101
H 0.301 1.855 -4.380 0.085
H -2.361 0.904 -4.912 0.087
H -3.977 1.228 -4.273 0.087
H -3.724 -0.108 -5.381 0.100
H -1.180 -1.259 -4.290 0.057
H -2.624 -2.193 -4.698 0.105
H -1.871 -2.363 -3.106 0.077
H -4.989 -0.331 -2.501 0.082
H -4.132 -1.807 -2.046 0.094
H -4.827 -1.638 -3.656 0.100
F -0.542 5.019 3.082 0.094
C -0.500 4.181 4.117 -0.208
C 0.433 3.228 4.201 -0.016
N 0.493 2.354 5.264 0.006
C 1.360 1.202 5.215 -0.017
C 0.736 0.046 4.447 -0.438
O 0.576 -1.073 4.784 0.202
O 0.277 0.431 3.151 -0.281
C -0.364 2.481 6.361 -0.469
O -0.291 1.756 7.321 0.113
N -1.293 3.490 6.244 0.226
C -1.496 4.371 5.183 -0.419
O -2.368 5.195 5.183 0.144
H 1.206 3.141 3.448 0.099
H 1.540 0.841 6.229 0.152
H 2.314 1.481 4.753 0.146
H -1.915 3.601 7.037 0.183
N -3.673 -0.433 2.245 0.065
C -3.194 -0.098 3.490 -0.843
S -2.694 1.470 3.750 0.733
N -3.156 -1.137 4.344 0.072
C -2.837 -1.253 5.721 -0.235
C -2.687 -0.181 6.595 -0.048
C -2.405 -0.441 7.929 -0.071
C -2.272 -1.737 8.397 -0.068
C -2.430 -2.803 7.517 -0.070
C -2.712 -2.562 6.187 -0.036
H -3.922 0.370 1.691 0.067
H -4.312 -1.211 2.174 0.101
H -3.400 -2.032 3.941 0.140
H -2.808 0.828 6.248 0.045
H -2.284 0.392 8.606 0.107
H -2.055 -1.919 9.439 0.109
H -2.339 -3.820 7.867 0.109
H -2.841 -3.394 5.507 0.110
```